(1)
{
  "formula": "C20H18N4O3S2",
  "method": "wB97M-V/def2-TZVPD",
  "total_charge": 0,
  "e_homo_ev": -8.3,
  "e_tot_ha": -2014.095548,
  "lumo_energy_ev": -0.921,
  "de_lowest_ev": 1.333,
  "homo_lumo_gap_ev": 7.38,
  "largest_force_ev_per_a": 1.16,
  "symbols": ["C", "C", "C", "C", "C", "C", "C", "S", "C", "S", "N", "C", "C", "C", "O", "N", "N", "C", "O", "C", "C", "C", "N", "C", "C", "C", "O", "C", "C", "H", "H", "H", "H", "H", "H", "H", "H", "H", "H", "H", "H", "H", "H", "H", "H", "H", "H"],
  "coordinates": [[-5.2976, -3.1808, -3.7198], [-4.0288, -2.4212, -3.5007], [-3.5398, -1.5643, -4.4849], [-2.3826, -0.8463, -4.2845], [-1.6566, -0.9668, -3.0899], [-0.4535, -0.1984, -2.9433], [0.4955, -0.2348, -1.9823], [0.6123, -1.2613, -0.5703], [2.0801, -0.4697, -0.0377], [2.8376, -0.8192, 1.3662], [2.4705, 0.4775, -0.9370], [3.6819, 1.2600, -0.7911], [3.4017, 2.6930, -0.3095], [2.7299, 2.6268, 1.0456], [3.2992, 2.6639, 2.1126], [1.3783, 2.4968, 0.9607], [0.6578, 2.0192, 2.0565], [-0.3835, 1.1883, 1.8076], [-0.8189, 1.0565, 0.6739], [-0.9644, 0.5177, 2.9985], [-0.1869, 0.0876, 4.0704], [-0.8223, -0.5727, 5.1118], [-2.1213, -0.8112, 5.1413], [-2.8544, -0.4151, 4.1154], [-2.3294, 0.2444, 3.0160], [1.6423, 0.6757, -2.0318], [1.8671, 1.5081, -2.8825], [-2.1558, -1.8225, -2.1017], [-3.3207, -2.5306, -2.3079], [-5.3931, -3.9968, -3.0082], [-6.1534, -2.5166, -3.5947], [-5.3361, -3.5833, -4.7301], [-4.0802, -1.4634, -5.4151], [-2.0180, -0.1864, -5.0584], [-0.2576, 0.5286, -3.7255], [4.1610, 1.3020, -1.7728], [4.3281, 0.7443, -0.0771], [4.3532, 3.2139, -0.2122], [2.7733, 3.2077, -1.0363], [0.8765, 2.3330, 0.0934], [1.1924, 2.0414, 2.9165], [0.8838, 0.2226, 4.0875], [-0.2620, -0.9296, 5.9656], [-3.9102, -0.6424, 4.1794], [-2.9471, 0.5468, 2.1850], [-1.6402, -1.9165, -1.1595], [-3.6905, -3.1819, -1.5293]],
  "atomic_forces_ev_per_a": [[-0.0684, 0.0323, 0.0035], [0.1651, 0.0793, 0.0230], [-0.0812, -0.0953, 0.0755], [0.1917, -0.0063, 0.2299], [-0.6044, -0.3879, -0.0649], [0.9992, 0.3988, 0.4386], [-0.8081, -0.3470, -0.3336], [0.3764, -0.0995, -0.0001], [-0.1467, -0.2583, 0.2161], [-0.1189, -0.1758, 0.0333], [0.1334, -0.0851, -0.0615], [0.3839, 0.3139, -0.1315], [0.0038, -0.2318, 0.1472], [-0.1416, 0.2267, -0.3177], [0.2124, -0.0940, 0.3608], [-0.7943, -0.1941, -0.0995], [0.5847, 0.2673, 0.0934], [0.2476, 0.3423, -0.1716], [-0.1897, 0.0956, 0.0532], [-0.2237, -0.3503, 0.2924], [-0.2288, 0.0772, -0.1571], [0.2976, 0.0928, 0.0103], [-0.1672, -0.2695, 0.4180], [-0.1265, 0.1423, -0.3130], [0.2561, 0.0677, -0.0017], [0.0195, 0.2820, -0.4759], [0.0718, 0.0314, 0.0681], [0.1758, 0.2080, -0.1462], [-0.1094, -0.0474, -0.0946], [-0.0510, -0.0683, 0.0102], [-0.0952, -0.0250, -0.0007], [-0.0485, -0.0634, -0.0396], [-0.0452, 0.0084, -0.1006], [0.0477, 0.0798, -0.0640], [0.0552, 0.0355, 0.0087], [-0.0344, -0.0292, 0.1363], [-0.1090, 0.0419, -0.1574], [-0.0794, 0.0423, 0.0404], [0.0247, 0.0215, -0.0161], [0.1762, 0.0438, 0.1855], [-0.1202, -0.0192, -0.1285], [0.1159, 0.0015, 0.0018], [0.1316, -0.0023, 0.0189], [-0.0958, 0.0370, -0.0816], [-0.0695, 0.0085, -0.0674], [-0.0744, -0.0524, 0.0900], [-0.0388, -0.0758, 0.0699]],
  "lowdin_charge": [-0.049, -0.271, -0.038, -0.020, -0.213, -0.012, -0.396, 1.052, -1.072, 0.704, -0.102, -0.134, -0.060, -0.505, 0.067, 0.103, 0.117, -0.445, 0.033, -0.127, -0.005, -0.135, 0.062, -0.135, 0.008, -0.455, 0.108, -0.026, -0.030, 0.076, 0.087, 0.081, 0.115, 0.115, 0.129, 0.136, 0.096, 0.129, 0.118, 0.143, 0.142, 0.105, 0.108, 0.107, 0.118, 0.054, 0.114]
}


(2)
{
  "formula": "C37H37BF4FeN4O6STe",
  "method": "wB97M-V/def2-TZVPD",
  "total_charge": 0,
  "e_homo_ev": [-7.7, -7.8],
  "e_tot_ha": -4457.015120,
  "lumo_energy_ev": [-0.981, -0.982],
  "s_squared": 6.01,
  "de_lowest_ev": 1.067,
  "homo_lumo_gap_ev": [6.73, 6.82],
  "largest_force_ev_per_a": 1.78,
  "spin_multiplicity": 5,
  "symbols": ["Fe", "C", "C", "C", "C", "C", "O", "C", "C", "C", "C", "C", "C", "C", "O", "C", "C", "C", "N", "C", "C", "Te", "C", "C", "C", "C", "C", "C", "C", "C", "C", "C", "C", "C", "H", "H", "H", "H", "H", "H", "H", "H", "H", "H", "H", "H", "H", "H", "H", "H", "H", "H", "H", "H", "H", "H", "H", "H", "C", "C", "S", "O", "O", "C", "C", "N", "C", "N", "C", "C", "N", "O", "O", "C", "H", "H", "H", "H", "H", "H", "H", "H", "H", "H", "H", "H", "H", "F", "B", "F", "F", "F"],
  "coordinates": [[1.9290, 0.0684, -0.6032], [-5.1108, -1.8708, -1.6695], [-3.7191, -1.3184, -1.5824], [-3.2247, -0.4623, -2.5648], [-1.9262, 0.0044, -2.5201], [-1.4454, 1.0340, -3.4761], [-0.8285, 2.0091, -3.0943], [-1.8077, 0.8314, -4.9004], [-2.0415, -0.4398, -5.4207], [-2.4085, -0.5916, -6.7447], [-2.5553, 0.5178, -7.5629], [-2.2960, 1.7834, -7.0586], [-1.9137, 1.9391, -5.7393], [-1.0305, -0.4034, -1.4806], [0.2041, -0.0949, -1.5567], [-1.5749, -1.1973, -0.4179], [-2.8979, -1.6365, -0.5130], [-0.7780, -1.5387, 0.7477], [0.3653, -0.9977, 0.9723], [1.1255, -1.3112, 2.1630], [2.0411, -2.5154, 1.9489], [3.1319, -2.2298, 0.0708], [1.8410, -3.5312, -1.0226], [1.2252, -3.0822, -2.1818], [0.3619, -3.9133, -2.8737], [0.1185, -5.2008, -2.4233], [0.7684, -5.6668, -1.2900], [1.6293, -4.8356, -0.5919], [-1.3337, -2.5943, 1.6449], [-1.9476, -2.3347, 2.8654], [-2.3787, -3.3868, 3.6586], [-2.1803, -4.6972, 3.2557], [-1.5677, -4.9568, 2.0397], [-1.1554, -3.9115, 1.2350], [-5.6076, -1.5259, -2.5724], [-5.7083, -1.5706, -0.8102], [-5.0814, -2.9599, -1.6829], [-3.8755, -0.1303, -3.3625], [-1.9143, -1.3045, -4.7879], [-2.5909, -1.5773, -7.1463], [-2.8625, 0.3964, -8.5936], [-2.3965, 2.6478, -7.6999], [-1.6946, 2.9174, -5.3364], [-3.3049, -2.2410, 0.2869], [0.4700, -1.5004, 3.0194], [1.7317, -0.4241, 2.3787], [1.4680, -3.4412, 1.9208], [2.7515, -2.5751, 2.7700], [1.4230, -2.0801, -2.5353], [-0.1137, -3.5506, -3.7715], [-0.5686, -5.8412, -2.9582], [0.6211, -6.6817, -0.9470], [2.1279, -5.1971, 0.2975], [-2.0973, -1.3152, 3.1939], [-2.8602, -3.1781, 4.6041], [-2.5068, -5.5139, 3.8831], [-1.4004, -5.9727, 1.7149], [-0.6901, -4.1077, 0.2808], [2.6546, 4.1161, 6.2549], [1.7058, 4.8579, 5.3416], [0.7800, 3.6104, 4.4024], [1.6974, 2.6891, 3.7837], [-0.2319, 3.0334, 5.2464], [-0.1514, 4.5239, 3.0933], [0.6889, 4.9802, 1.9069], [1.5792, 3.9464, 1.4405], [1.1939, 2.8124, 0.8253], [2.2242, 2.0079, 0.6071], [3.3155, 2.6259, 1.0942], [2.9446, 3.8421, 1.6329], [3.7592, 4.7699, 2.2788], [3.2335, 5.7517, 2.8123], [4.9570, 4.5563, 2.2966], [-0.1921, 2.4949, 0.4271], [3.2386, 4.8020, 6.8616], [3.3323, 3.5130, 5.6582], [2.0924, 3.4548, 6.9082], [2.2284, 5.4838, 4.6232], [0.9625, 5.4296, 5.8868], [-0.5995, 5.3770, 3.5925], [-0.9373, 3.8327, 2.8027], [1.2932, 5.8470, 2.1827], [0.0261, 5.2642, 1.0797], [4.2921, 2.1900, 1.0374], [-0.7842, 3.3897, 0.2554], [-0.6622, 1.8875, 1.1991], [-0.1500, 1.9113, -0.4910], [3.9390, -1.2586, -2.3779], [4.3715, 0.0658, -2.1391], [3.2072, 0.8841, -2.2632], [5.3625, 0.4478, -2.9449], [4.6905, 0.1184, -0.7744]],
  "atomic_forces_ev_per_a": [[-1.2994, 0.5941, 0.2210], [0.0143, -0.0330, 0.1273], [-0.0088, 0.0874, 0.0442], [0.1500, -0.1234, 0.3327], [0.5128, -0.0025, 0.6116], [0.0501, -0.0330, 0.2315], [-0.1204, 0.0451, -0.1930], [-0.0120, 0.1589, -0.5147], [0.0830, 0.1499, 0.0758], [-0.0694, -0.0789, -0.1917], [0.0254, -0.0077, 0.0199], [-0.0261, 0.0656, -0.0946], [0.0285, -0.0318, 0.1185], [-1.0604, -0.4746, 0.1982], [1.6607, 0.5070, -0.1664], [0.0595, 0.3726, -0.7478], [-0.0420, 0.1110, -0.2203], [0.2294, 0.1501, 0.2190], [0.0965, 0.5146, -0.3886], [0.0172, -0.2390, 0.2937], [0.0495, 0.4104, -0.2084], [-0.2848, -0.9769, 0.6180], [0.1715, 0.1208, 0.0457], [0.1643, 0.2494, 0.1183], [-0.0509, -0.0574, -0.0374], [-0.0071, -0.0543, 0.0092], [0.0363, -0.0780, -0.0003], [0.1716, 0.1623, 0.1102], [0.1422, -0.1903, 0.2998], [-0.0002, 0.0272, -0.1897], [-0.0229, 0.0340, 0.1277], [-0.0283, -0.0425, -0.0044], [0.0037, -0.0583, 0.0289], [-0.0862, 0.1147, 0.0008], [-0.0899, -0.0126, -0.0553], [-0.1187, 0.0186, 0.0397], [-0.1037, -0.0729, -0.0530], [-0.0600, -0.0412, -0.1028], [-0.0536, -0.0944, 0.0590], [0.0101, -0.1056, -0.0084], [0.0116, -0.0090, -0.0022], [0.0088, 0.0564, -0.0139], [-0.0130, 0.0506, 0.0544], [-0.0111, -0.0974, 0.0068], [0.1494, 0.0572, 0.0370], [-0.0546, -0.0985, 0.1425], [0.0789, -0.0234, -0.1924], [0.1637, -0.0693, -0.0570], [-0.0814, 0.0111, -0.0987], [-0.0923, 0.0420, -0.1024], [-0.0020, -0.0502, -0.0379], [-0.0709, -0.0449, 0.0022], [0.0312, -0.0828, 0.0426], [0.0129, 0.0853, 0.0033], [-0.0225, 0.0009, 0.0315], [-0.0212, -0.0381, 0.0506], [-0.0330, -0.1234, -0.0202], [0.0269, -0.0140, -0.0892], [0.0321, -0.2268, 0.0235], [-0.3486, -0.3633, -0.4524], [-0.7387, 0.2895, -0.0671], [0.2905, 0.1047, -0.0290], [-0.1710, 0.2612, 0.2506], [0.7850, -0.2997, 0.5813], [-0.3986, 0.6510, 0.1052], [0.3632, -0.2323, -0.4193], [-0.2147, 0.3321, 0.0518], [-0.1089, -0.7572, -0.5432], [0.3265, 0.7539, 0.3885], [-0.2212, -1.4186, -1.0467], [0.7888, 0.6001, 0.4858], [0.2656, -0.1347, -0.2002], [-0.3238, -0.0516, -0.0360], [0.0349, -0.0124, -0.0357], [-0.0205, 0.1181, 0.0029], [0.1521, -0.0662, 0.0273], [0.0396, -0.0780, 0.1591], [-0.0510, 0.0323, 0.0279], [-0.1637, 0.0965, 0.0296], [-0.1464, 0.0895, 0.0661], [-0.0406, -0.1694, 0.0845], [-0.2523, -0.2828, -0.2269], [0.1272, -0.0299, 0.2026], [0.2371, -0.0287, -0.0086], [-0.0526, 0.0271, -0.0321], [-0.1175, -0.0844, 0.0530], [-0.2039, 0.0485, -0.0747], [0.0488, -0.3106, -0.5628], [-0.4319, -0.7365, 0.3222], [-0.8316, 0.2700, 0.1888], [0.6755, 0.3867, -0.5932], [0.4574, 0.4839, 0.7461]],
  "lowdin_spin": [3.730, 0.001, 0.006, -0.001, 0.008, 0.001, 0.002, 0.000, 0.000, 0.000, 0.000, 0.000, 0.000, 0.006, 0.075, 0.007, -0.002, 0.003, 0.041, 0.003, 0.001, 0.030, 0.005, 0.001, 0.000, 0.000, 0.000, 0.001, 0.001, 0.000, 0.000, 0.000, 0.000, 0.000, 0.000, 0.000, 0.000, 0.000, 0.000, 0.000, 0.000, 0.000, 0.000, 0.000, 0.001, 0.001, 0.000, 0.000, 0.000, 0.000, 0.000, 0.000, 0.000, 0.000, 0.000, 0.000, 0.000, 0.000, 0.000, 0.000, 0.000, 0.000, 0.000, 0.000, 0.000, 0.001, 0.004, 0.022, 0.003, 0.001, 0.000, 0.000, 0.000, 0.000, 0.000, 0.000, 0.000, 0.000, 0.000, 0.000, 0.000, 0.000, 0.000, 0.000, 0.000, 0.000, 0.000, 0.000, 0.002, 0.029, 0.001, 0.012]
}